Here is a 11-piece molecular cluster, C43H112N4O15 overall in a non-equilibrium geometry from the OMol25 dataset. Energies are from the ωB97M-V functional and the def2-TZVPD basis.

Summary:
LUMO level: 0.4 eV
Energy above the lowest of the compared OMol25 structures with the same formula, charge and spin: 0.779 eV
Strongest force on any atom: 1.844 eV Å⁻¹
SMILES: COCCNCCOC.COCCNCCOC.COCCNCCOC.COCCNCCOC.CC(C)O.CC(C)O.CC(C)O.CC(C)O.CC(C)O.CC(C)O.CO
Calculated total energy: -83074.52975 eV
HOMO energy: -0.301 Ha

The geometry in XYZ format:
```
174
Properties=species:S:1:pos:R:3:forces:R:3:lowdin_charge:R:1
C -2.050 0.188 3.066 0.619 0.120 0.281 -0.08
O -2.002 1.528 2.581 -0.010 0.015 -0.123 -0.22
C -2.230 1.715 1.182 -0.881 -0.240 0.858 -0.20
C -1.111 1.294 0.284 0.322 0.331 0.590 -0.20
N -0.880 -0.147 0.232 0.314 0.147 -1.087 -0.02
C 0.091 -0.351 -0.875 -0.834 -0.875 0.880 -0.18
C 0.436 -1.822 -0.982 0.696 -0.039 0.679 -0.15
O 1.226 -2.224 0.157 0.070 0.009 -0.110 -0.24
C 2.589 -1.869 0.042 0.299 -0.840 0.647 -0.07
H -2.315 0.246 4.121 -0.285 -0.056 -0.065 0.07
H -1.057 -0.271 3.025 -0.102 -0.122 -0.153 0.06
H -2.746 -0.448 2.519 -0.129 0.141 -0.048 0.10
H -2.435 2.782 1.097 0.241 0.051 -0.169 0.11
H -3.169 1.198 0.936 0.134 -0.099 -0.182 0.12
H -0.199 1.819 0.606 -0.055 0.134 -0.145 0.12
H -1.357 1.676 -0.711 0.052 -0.196 -0.102 0.11
H -0.396 -0.453 1.070 -0.208 0.012 0.133 0.09
H 0.976 0.236 -0.613 0.183 0.110 -0.738 0.09
H -0.379 -0.054 -1.813 0.178 0.340 -0.005 0.12
H 0.999 -2.034 -1.898 -0.121 -0.084 -0.032 0.11
H -0.441 -2.461 -0.898 -0.205 0.176 -0.387 0.12
H 3.084 -2.583 -0.624 -0.016 0.699 -0.698 0.08
H 3.136 -2.079 0.969 -0.579 0.175 0.275 0.09
H 2.693 -0.804 -0.156 0.337 -0.090 -0.510 0.07
C 6.809 2.104 -1.061 0.292 0.356 0.253 -0.12
O 6.610 1.302 -2.193 -0.073 -0.180 0.068 -0.19
C 5.785 0.170 -1.965 0.145 -0.182 -0.295 -0.22
C 6.336 -1.006 -2.770 -0.201 0.720 0.086 -0.21
N 5.379 -2.096 -2.762 0.102 -0.031 -0.313 -0.04
C 5.919 -3.265 -3.460 0.043 0.369 0.977 -0.20
C 4.925 -4.391 -3.512 0.075 0.151 -0.750 -0.22
O 4.859 -4.984 -2.229 -0.166 -0.389 0.048 -0.22
C 3.835 -5.970 -2.141 0.339 0.283 -0.045 -0.07
H 7.490 2.907 -1.344 0.016 -0.072 -0.054 0.09
H 7.276 1.539 -0.244 -0.074 -0.025 -0.017 0.09
H 5.899 2.584 -0.677 -0.122 -0.221 -0.123 0.07
H 4.768 0.391 -2.311 -0.052 -0.090 0.159 0.10
H 5.763 -0.107 -0.902 -0.064 0.150 0.007 0.12
H 7.324 -1.276 -2.364 -0.035 -0.059 -0.061 0.13
H 6.479 -0.636 -3.791 0.076 -0.201 -0.027 0.12
H 5.230 -2.343 -1.790 -0.033 -0.005 -0.074 0.06
H 6.787 -3.656 -2.902 0.149 0.002 -0.283 0.13
H 6.262 -2.946 -4.444 -0.168 -0.164 -0.140 0.12
H 5.275 -5.100 -4.277 -0.113 -0.289 0.282 0.13
H 3.934 -4.042 -3.829 0.012 0.091 0.119 0.11
H 2.864 -5.471 -2.139 -0.142 -0.192 0.014 0.07
H 3.990 -6.521 -1.217 -0.080 0.055 0.074 0.09
H 3.902 -6.672 -2.976 -0.066 0.020 -0.049 0.09
C 3.661 2.766 -5.204 0.357 0.587 -0.265 -0.11
O 2.884 1.618 -5.406 -0.040 -0.171 0.260 -0.20
C 3.669 0.440 -5.549 0.676 0.308 0.128 -0.22
C 2.841 -0.737 -5.138 -1.039 -0.651 -0.157 -0.22
N 1.601 -0.801 -5.963 0.282 0.432 1.216 -0.04
C 0.511 -1.518 -5.255 0.196 0.185 -0.731 -0.20
C 0.933 -2.883 -4.777 0.261 0.389 0.373 -0.26
O -0.145 -3.438 -4.062 0.054 -0.412 -0.285 -0.21
C 0.089 -4.790 -3.681 -0.811 0.953 0.357 -0.08
H 4.500 2.834 -5.911 -0.050 -0.184 0.034 0.09
H 4.075 2.829 -4.190 -0.029 -0.162 -0.009 0.08
H 3.050 3.652 -5.385 -0.187 -0.140 0.117 0.08
H 4.561 0.480 -4.906 -0.153 0.106 0.083 0.11
H 4.045 0.407 -6.578 -0.196 -0.303 -0.067 0.13
H 2.567 -0.643 -4.073 0.204 0.214 0.035 0.11
H 3.375 -1.686 -5.209 0.313 0.167 -0.164 0.11
H 1.316 0.175 -5.886 -0.239 -0.066 -0.741 0.09
H -0.290 -1.634 -5.987 -0.180 0.008 0.187 0.12
H 0.124 -0.941 -4.403 0.059 -0.073 0.071 0.12
H 1.778 -2.759 -4.081 0.087 -0.233 -0.102 0.09
H 1.271 -3.492 -5.626 -0.155 -0.157 0.053 0.14
H 1.064 -4.873 -3.197 0.144 -0.281 -0.221 0.06
H -0.069 -5.460 -4.527 0.381 -0.136 0.000 0.10
H -0.682 -4.976 -2.933 0.100 -0.344 0.000 0.07
C -10.777 5.045 1.857 0.446 -0.040 -0.920 -0.11
O -9.388 5.298 1.769 -0.218 0.269 -0.215 -0.18
C -8.695 4.756 2.851 -0.257 -0.621 1.046 -0.28
C -7.215 4.935 2.664 -0.285 -0.441 -0.713 -0.21
N -6.745 4.107 1.575 0.159 -0.878 0.342 -0.06
C -5.315 4.143 1.358 -0.525 1.117 0.099 -0.22
C -4.961 3.601 -0.002 0.316 -0.635 0.593 -0.26
O -5.770 4.148 -1.007 -0.105 0.066 0.199 -0.17
C -5.682 3.422 -2.203 0.532 0.081 -0.722 -0.11
H -10.949 3.977 1.683 -0.212 -0.036 0.603 0.09
H -11.247 5.537 1.005 0.006 0.262 0.177 0.09
H -11.169 5.439 2.795 -0.251 -0.265 0.079 0.09
H -8.938 3.686 2.989 0.186 0.008 -0.408 0.13
H -9.023 5.181 3.819 0.072 0.447 -0.289 0.12
H -6.743 4.568 3.578 0.225 0.452 0.072 0.12
H -7.020 5.995 2.446 0.198 0.075 0.494 0.13
H -7.290 4.157 0.730 0.088 0.443 -0.057 0.11
H -4.803 3.564 2.134 0.079 -0.104 -0.115 0.12
H -4.938 5.180 1.461 0.001 -0.071 -0.125 0.12
H -5.105 2.512 0.072 0.016 0.012 -0.396 0.12
H -3.894 3.799 -0.168 -0.049 -0.060 -0.313 0.11
H -4.700 3.537 -2.690 0.006 0.004 0.252 0.08
H -6.400 3.830 -2.913 -0.216 -0.093 0.182 0.09
H -5.841 2.349 -2.052 -0.210 0.039 0.064 0.09
C -0.979 3.361 5.646 -0.181 -0.396 0.980 -0.06
C 0.285 3.094 4.850 -0.446 -0.077 -0.233 -0.48
C 0.810 1.673 5.069 0.228 0.169 -0.502 -0.05
O 0.044 3.306 3.462 0.289 0.138 0.023 -0.07
H -1.779 2.662 5.378 0.072 0.055 -0.261 0.07
H -1.376 4.373 5.599 0.193 0.071 -0.385 0.08
H -0.787 3.168 6.711 0.062 0.045 -0.090 0.08
H 1.055 3.814 5.134 -0.005 0.023 -0.017 0.13
H 0.856 1.372 6.115 0.021 0.073 0.045 0.07
H 1.803 1.608 4.620 0.042 -0.074 0.169 0.08
H 0.194 0.965 4.509 -0.159 0.000 0.207 0.06
H -0.675 2.707 3.195 -0.027 -0.040 -0.015 0.04
C -3.313 -4.076 -1.967 0.325 0.772 -0.593 -0.06
C -4.224 -2.868 -1.779 -0.006 -0.205 -0.318 -0.49
C -3.405 -1.609 -1.611 0.420 0.331 0.326 -0.07
O -5.053 -2.750 -2.948 0.032 -0.264 0.416 -0.05
H -2.787 -4.270 -1.033 -0.146 -0.313 0.041 0.08
H -2.550 -3.808 -2.708 -0.079 -0.094 -0.027 0.06
H -3.862 -4.930 -2.357 -0.046 -0.143 0.314 0.08
H -4.826 -3.093 -0.888 -0.225 0.362 -0.099 0.13
H -3.967 -0.677 -1.493 -0.364 -0.239 0.076 0.07
H -2.778 -1.450 -2.494 0.044 -0.211 0.007 0.08
H -2.758 -1.679 -0.733 0.033 0.044 -0.067 0.06
H -5.658 -2.020 -2.784 -0.028 0.021 -0.107 0.08
C -0.132 -3.256 4.752 -0.059 0.210 0.069 -0.06
C 0.678 -3.463 3.484 -0.555 0.151 -0.368 -0.49
C 0.699 -4.907 3.029 0.803 -0.421 0.338 -0.06
O -0.008 -2.669 2.514 -0.101 -0.016 0.045 -0.08
H -0.286 -2.181 4.857 -0.017 -0.038 0.173 0.06
H 0.294 -3.645 5.677 0.281 -0.063 -0.159 0.08
H -1.112 -3.720 4.625 -0.019 0.048 -0.059 0.09
H 1.697 -3.065 3.581 0.052 -0.153 0.205 0.13
H -0.293 -5.352 3.086 -0.076 0.069 -0.217 0.08
H 1.365 -5.509 3.661 -0.147 0.087 0.117 0.08
H 1.122 -5.006 2.025 -0.262 0.106 -0.096 0.07
H 0.427 -2.759 1.649 0.056 0.134 0.121 0.04
C -0.822 3.099 -3.337 -0.502 -0.153 -0.093 -0.06
C -0.886 4.610 -3.237 -0.094 -0.182 0.475 -0.50
C 0.421 5.249 -3.656 0.371 0.159 -0.006 -0.06
O -1.969 5.044 -4.059 -0.107 -0.087 -0.121 -0.05
H -0.139 2.682 -2.597 0.348 0.105 -0.245 0.05
H -0.573 2.825 -4.365 0.248 -0.187 0.137 0.09
H -1.792 2.644 -3.115 -0.080 0.223 -0.074 0.07
H -1.111 4.862 -2.192 0.094 0.096 -0.045 0.14
H 0.610 5.071 -4.717 -0.115 0.010 -0.009 0.08
H 1.268 4.838 -3.100 -0.131 -0.075 0.100 0.07
H 0.427 6.328 -3.479 -0.106 -0.006 -0.075 0.08
H -2.183 5.959 -3.853 0.095 0.017 0.013 0.09
C 6.348 -2.821 2.103 0.354 0.105 0.100 -0.05
C 5.855 -3.917 1.187 -0.488 -0.327 -0.703 -0.46
C 4.672 -4.705 1.735 -0.749 -0.125 1.009 -0.05
O 5.518 -3.286 -0.065 0.006 -0.099 0.526 -0.10
H 5.795 -1.903 1.898 -0.083 -0.039 0.018 0.08
H 7.405 -2.625 1.921 -0.032 0.115 -0.013 0.08
H 6.233 -3.057 3.160 -0.025 -0.161 -0.032 0.08
H 6.639 -4.655 0.982 0.194 0.199 0.060 0.13
H 4.081 -4.158 2.483 0.206 0.242 -0.153 0.07
H 5.007 -5.600 2.267 0.107 0.030 -0.106 0.08
H 3.917 -5.034 1.015 0.399 0.048 -0.390 0.07
H 5.113 -3.961 -0.630 0.229 -0.083 -0.185 0.04
C -1.757 -0.694 7.119 1.077 0.265 -0.145 -0.06
C -3.167 -0.239 7.352 -0.255 -0.159 1.820 -0.51
C -3.265 1.147 7.996 0.093 0.154 -0.808 -0.05
O -3.910 -0.314 6.154 0.146 0.039 -0.271 -0.04
H -1.705 -1.717 6.752 -0.110 0.092 -0.270 0.07
H -1.131 -0.674 8.017 -0.518 -0.041 0.320 0.09
H -1.195 -0.012 6.469 -0.351 -0.187 -0.403 0.06
H -3.591 -0.927 8.106 -0.099 -0.118 -0.304 0.13
H -2.746 1.234 8.948 0.083 -0.215 0.007 0.08
H -4.312 1.412 8.159 0.000 0.018 0.008 0.08
H -2.833 1.863 7.292 -0.069 0.158 0.171 0.06
H -4.798 0.005 6.340 -0.036 -0.003 -0.071 0.09
C 2.731 2.325 -1.490 0.169 0.447 -0.245 -0.16
O 1.775 3.088 -0.771 -0.142 0.019 -0.206 -0.12
H 2.370 2.187 -2.511 -0.323 -0.207 0.155 0.07
H 3.671 2.874 -1.626 0.076 -0.150 0.328 0.07
H 2.902 1.356 -1.018 0.162 -0.036 -0.090 0.05
H 2.124 3.322 0.093 0.036 -0.047 0.010 0.09
```
Forces are in eV/Å.